Below is 9 unconnected molecules or ions with the total composition C43H71BNO26 in a non-equilibrium geometry, with properties calculated with wB97M-V/def2-TZVPD.

Bonds (Å) are listed after each position.
Atoms and positions in Å:
1 C 2.89037 0.81850 4.41494  O2 1.421, H16 1.088, H17 1.097, H18 1.099
2 O 3.49425 0.64212 3.14111  C1 1.421, C3 1.403
3 C 2.57197 0.86447 2.10695  O2 1.403, C4 1.543, H19 1.096, H20 1.099
4 C 1.47634 -0.21858 2.01427  C3 1.543, C5 1.556, H21 1.097, H22 1.111
5 C 1.95226 -1.53442 1.33287  C4 1.556, C6 1.552, H23 1.100, H24 1.091
6 C 1.41616 -2.84747 1.96340  C5 1.552, C7 1.547, H25 1.094, H26 1.098
7 C -0.08606 -3.15087 1.75029  C6 1.547, N8 1.453, H27 1.098, H28 1.093
8 N -1.01750 -2.17243 2.28620  C7 1.453, C9 1.280, C15 1.458
9 C -1.64138 -1.24134 1.66695  N8 1.280, C10 1.553, H29 1.089
10 C -2.57789 -0.39075 2.56710  C9 1.553, B11 1.608, C14 1.572, H30 1.097
11 B -3.72901 0.25104 1.64667  C10 1.608, C12 1.575, O13 1.390
12 C -5.19119 0.61503 2.10609  B11 1.575, H31 1.094, H32 1.101, H33 1.097
13 O -3.39770 0.50727 0.32110  B11 1.390, H34 0.961
14 C -2.91800 -1.54757 3.57596  C10 1.572, C15 1.562, H35 1.092, H36 1.089
15 C -1.46392 -2.11053 3.67263  N8 1.458, C14 1.562, H37 1.096, H38 1.092
16 H 3.61231 1.23526 5.11393  C1 1.088
17 H 2.49635 -0.14167 4.76960  C1 1.097
18 H 2.02546 1.49017 4.32300  C1 1.099
19 H 3.06919 0.95458 1.13453  C3 1.096
20 H 2.04132 1.81718 2.23968  C3 1.099
21 H 1.07353 -0.50105 2.99438  C4 1.097
22 H 0.68049 0.20953 1.36866  C4 1.111
23 H 3.04773 -1.57860 1.42370  C5 1.100
24 H 1.74460 -1.49724 0.26270  C5 1.091
25 H 1.72822 -2.85995 3.01166  C6 1.094
26 H 1.94994 -3.66759 1.46600  C6 1.098
27 H -0.30455 -4.09086 2.27487  C7 1.098
28 H -0.34607 -3.33485 0.70524  C7 1.093
29 H -1.46419 -1.15555 0.59587  C9 1.089
30 H -2.09662 0.37368 3.18935  C10 1.097
31 H -5.32887 0.71719 3.18607  C12 1.094
32 H -5.90900 -0.13939 1.74901  C12 1.101
33 H -5.51369 1.55648 1.64448  C12 1.097
34 H -2.55128 0.96088 0.35392  O13 0.961
35 H -3.59773 -2.26787 3.11678  C14 1.092
36 H -3.21769 -1.16819 4.55147  C14 1.089
37 H -0.88739 -1.38857 4.26202  C15 1.096
38 H -1.49644 -3.06030 4.20984  C15 1.092
39 C 3.79121 -1.09792 -4.33186  C40 1.509, H46 1.090, H47 1.089, H48 1.091
40 C 3.16824 -1.70531 -3.09839  C39 1.509, C41 1.503, O45 1.441, H49 1.094
41 C 2.50347 -3.03404 -3.32288  C40 1.503, O42 1.441, H50 1.087, H51 1.091
42 O 1.51652 -3.04974 -2.27287  C41 1.441, C43 1.353
43 C 1.20497 -1.75896 -2.01389  O42 1.353, O44 1.190, O45 1.347
44 O 0.29207 -1.40929 -1.33498  C43 1.190
45 O 2.05912 -0.91560 -2.62564  C40 1.441, C43 1.347
46 H 4.02279 -0.04661 -4.16335  C39 1.090
47 H 4.70745 -1.62170 -4.60072  C39 1.089
48 H 3.10604 -1.14016 -5.17971  C39 1.091
49 H 3.90753 -1.75701 -2.29346  C40 1.094
50 H 3.18916 -3.87254 -3.22671  C41 1.087
51 H 1.98850 -3.10136 -4.28262  C41 1.091
52 C -1.61815 -6.08843 -5.25591  C53 1.510, H59 1.090, H60 1.089, H61 1.092
53 C -0.24131 -6.54768 -5.67147  C52 1.510, C54 1.501, O58 1.441, H62 1.093
54 C 0.88881 -5.86813 -4.95539  C53 1.501, O55 1.436, H63 1.098, H64 1.096
55 O 1.95617 -5.97198 -5.91018  C54 1.436, C56 1.359
56 C 1.38103 -6.01831 -7.14024  O55 1.359, O57 1.179, O58 1.358
57 O 1.96955 -5.91920 -8.15712  C56 1.179
58 O 0.03733 -6.19015 -7.03880  C53 1.441, C56 1.358
59 H -2.36529 -6.42329 -5.97546  C52 1.090
60 H -1.87485 -6.47938 -4.27244  C52 1.089
61 H -1.67613 -4.99857 -5.22281  C52 1.092
62 H -0.16928 -7.63481 -5.58804  C53 1.093
63 H 1.15202 -6.36883 -4.01394  C54 1.098
64 H 0.70176 -4.80530 -4.76539  C54 1.096
65 C 2.11944 5.50341 -0.46591  C66 1.506, H72 1.090, H73 1.089, H74 1.091
66 C 1.31997 4.24106 -0.65213  C65 1.506, C67 1.501, O71 1.445, H75 1.094
67 C -0.10790 4.44849 -1.06618  C66 1.501, O68 1.451, H76 1.085, H77 1.087
68 O -0.73285 3.24791 -0.54293  C67 1.451, C69 1.343
69 C -0.00363 2.86197 0.51649  O68 1.343, O70 1.204, O71 1.339
70 O -0.33452 2.01001 1.30072  C69 1.204
71 O 1.14796 3.53993 0.60010  C66 1.445, C69 1.339
72 H 3.04241 5.28464 0.07083  C65 1.090
73 H 2.36846 5.95030 -1.42700  C65 1.089
74 H 1.57401 6.24035 0.12511  C65 1.091
75 H 1.84448 3.56978 -1.33908  C66 1.094
76 H -0.23158 4.52111 -2.14196  C67 1.085
77 H -0.57370 5.30983 -0.59477  C67 1.087
78 C 7.47749 0.90734 1.71940  C79 1.510, H85 1.090, H86 1.090, H87 1.092
79 C 7.41368 2.17856 0.90658  C78 1.510, C80 1.505, O84 1.439, H88 1.094
80 C 6.91839 3.38122 1.66348  C79 1.505, O81 1.435, H89 1.088, H90 1.093
81 O 6.36463 4.18479 0.61104  C80 1.435, C82 1.355
82 C 5.96940 3.33623 -0.36803  O81 1.355, O83 1.182, O84 1.356
83 O 5.30351 3.64671 -1.29362  C82 1.182
84 O 6.43141 2.08158 -0.14039  C79 1.439, C82 1.356
85 H 7.59337 0.04268 1.06625  C78 1.090
86 H 8.31334 0.93542 2.41768  C78 1.090
87 H 6.55618 0.75635 2.28575  C78 1.092
88 H 8.38246 2.37258 0.43682  C79 1.094
89 H 7.71190 3.91393 2.18250  C80 1.088
90 H 6.12032 3.14488 2.37208  C80 1.093
91 C -0.36189 -8.17736 1.48568  C92 1.510, H98 1.089, H99 1.090, H100 1.091
92 C 0.02973 -7.35878 0.27826  C91 1.510, C93 1.506, O97 1.436, H101 1.095
93 C -1.10673 -6.61490 -0.37205  C92 1.506, O94 1.433, H102 1.088, H103 1.093
94 O -0.64578 -6.49579 -1.72380  C93 1.433, C95 1.356
95 C 0.17741 -7.54923 -1.95218  O94 1.356, O96 1.183, O97 1.353
96 O 0.58183 -7.85883 -3.01978  C95 1.183
97 O 0.46881 -8.19791 -0.80133  C92 1.436, C95 1.353
98 H 0.43223 -8.87561 1.74670  C91 1.089
99 H -0.56082 -7.53416 2.34325  C91 1.090
100 H -1.25341 -8.77267 1.28449  C91 1.091
101 H 0.85498 -6.68529 0.53370  C92 1.095
102 H -1.28050 -5.63433 0.06595  C93 1.088
103 H -2.04345 -7.17718 -0.37618  C93 1.093
104 C -5.37004 2.21339 -1.83098  C105 1.510, H111 1.089, H112 1.090, H113 1.092
105 C -6.74876 2.77394 -1.57721  C104 1.510, C106 1.506, O110 1.436, H114 1.095
106 C -7.36982 3.47966 -2.75349  C105 1.506, O107 1.432, H115 1.088, H116 1.093
107 O -8.26163 4.39815 -2.11123  C106 1.432, C108 1.358
108 C -7.73604 4.67376 -0.88931  O107 1.358, O109 1.177, O110 1.361
109 O -8.11611 5.52826 -0.17516  C108 1.177
110 O -6.70834 3.82892 -0.60371  C105 1.436, C108 1.361
111 H -4.88599 1.95117 -0.89120  C104 1.089
112 H -5.41976 1.32493 -2.46045  C104 1.090
113 H -4.72896 2.94931 -2.32142  C104 1.092
114 H -7.40639 1.98875 -1.19062  C105 1.095
115 H -7.91414 2.80806 -3.41396  C106 1.088
116 H -6.64803 4.05440 -3.34032  C106 1.093
117 C -1.53964 8.40773 -5.86276  C118 1.510, H124 1.089, H125 1.089, H126 1.091
118 C -0.70276 7.73328 -4.80246  C117 1.510, C119 1.505, O123 1.438, H127 1.094
119 C -0.97809 6.26435 -4.62783  C118 1.505, O120 1.440, H128 1.088, H129 1.093
120 O -0.59351 6.04732 -3.25712  C119 1.440, C121 1.370
121 C -0.77881 7.24123 -2.61165  O120 1.370, O122 1.180, O123 1.349
122 O -0.74012 7.38292 -1.44086  C121 1.180
123 O -1.01536 8.23633 -3.49187  C118 1.438, C121 1.349
124 H -1.47842 9.49068 -5.76440  C117 1.089
125 H -1.20340 8.12509 -6.85975  C117 1.089
126 H -2.59243 8.13953 -5.76229  C117 1.091
127 H 0.35889 7.92214 -4.98703  C118 1.094
128 H -0.38979 5.64125 -5.29778  C119 1.088
129 H -2.03454 6.00614 -4.73256  C119 1.093
130 C -1.81932 1.22248 6.46147  C131 1.512, H137 1.092, H138 1.090, H139 1.090
131 C -1.41976 0.04147 7.31671  C130 1.512, C132 1.505, O136 1.434, H140 1.096
132 C -1.38636 0.33541 8.79220  C131 1.505, O133 1.435, H141 1.088, H142 1.093
133 O -0.42474 -0.62320 9.25642  C132 1.435, C134 1.357
134 C 0.42078 -0.87134 8.22451  O133 1.357, O135 1.176, O136 1.363
135 O 1.43153 -1.46671 8.31195  C134 1.176
136 O -0.05683 -0.32906 7.06831  C131 1.434, C134 1.363
137 H -1.56915 1.03292 5.41563  C130 1.092
138 H -2.88896 1.41801 6.53919  C130 1.090
139 H -1.28318 2.12502 6.75574  C130 1.090
140 H -2.04980 -0.82320 7.07875  C131 1.096
141 H -2.34871 0.18788 9.27712  C132 1.088
142 H -1.01761 1.33719 9.02489  C132 1.093

Results
Total charge   +1
LUMO energy   -3.25 eV
HOMO level   -11.702 eV
2S+1   1
Total energy   -3716.86612 Eh
Gap between HOMO and LUMO   8.4 eV

Results of the Löwdin charge analysis, in e, for atoms 1 through 8: C -0.0907; O -0.1832; C -0.2341; C -0.1580; C -0.1657; C -0.1343; C -0.1042; N -0.0285